(1)
11
Properties=species:S:1:pos:R:3 method="wB97M-V/def2-TZVPD" energy_ev=-8768.100 orbital_gap_ev="8.60 / 8.62"
O -2.37341 -0.23593 -0.53987
N -3.45707 -0.53653 -0.75952
H 2.35442 -0.54636 1.28022
O 1.01252 -0.60776 -0.12840
H 1.50650 0.92412 1.08517
C 1.31175 -0.16988 1.18591
H 0.43824 -0.39664 1.80882
H 0.10653 -0.12869 -1.84720
H 0.38084 1.16790 -1.01502
C -1.34600 0.35663 -0.26201
C 0.06570 0.17315 -0.80812


(2)
11
Properties=species:S:1:pos:R:3 method="wB97M-V/def2-TZVPD" energy_ev=-8774.751 orbital_gap_ev=10.33
C -1.24180 -1.21503 -0.43414
H -2.28200 -0.81066 -0.57605
C -0.65841 1.07432 -0.00420
H 1.87048 -0.76660 -0.23032
H -1.70260 1.36911 -0.15959
O -1.04703 -2.39680 -0.55316
H 2.12134 0.98790 0.06725
O 0.18348 1.90410 0.28506
C 1.52718 0.07880 0.32079
H 1.49890 -0.01423 1.40413
N -0.26953 -0.21091 -0.11977


(3)
11
Properties=species:S:1:pos:R:3 method="wB97M-V/def2-TZVPD" energy_ev=-8774.068 orbital_gap_ev=10.54
C 0.72045 -0.39576 -0.45332
H 0.87308 -0.44901 -1.53583
H 1.19421 1.34957 0.01030
O 1.65352 0.48585 0.11220
H -0.05460 0.00491 1.61120
O -0.65985 1.49789 -0.21595
H 0.68357 0.23045 1.49607
H 0.80066 -1.39707 -0.01043
C -1.85527 -0.49051 -0.43469
N -2.77595 -1.07302 -0.82132
C -0.62930 0.28567 -0.25008